16
Properties=species:S:1:pos:R:3 method="wB97M-V/def2-TZVPD" relative_energy_kj_mol=53.2 homo_ha=-0.340 gap_ev=9.92 total_charge=0 lumo_energy_ev=0.660
H -2.99808 1.90220 -2.09868
H -0.13657 -1.76465 -0.49050
H 1.06897 -1.64638 0.89654
C -0.32478 0.61834 0.88009
O -1.52747 0.62648 0.64974
C 0.66939 0.18307 -0.17564
N 0.16551 0.74543 2.14454
S 2.21444 -1.90751 -1.11941
H 1.73714 -3.13598 -1.34949
H 1.66881 0.62313 -0.05979
H -2.08692 1.22553 -1.08518
H 1.13569 0.95822 2.28929
H 0.37341 0.53903 -1.15924
H -0.49344 1.07656 2.83113
O -2.25134 1.29440 -2.04987
C 0.78523 -1.33785 -0.10354